Formula: C49H77F16N10O11PS2
Source: OMol25
Level of theory: ωB97M-V/def2-TZVPD

Its SMILES is CC[C@@H](C)[C@@]1(S(=O)(=O)C(F)(F)C(F)(F)C(F)(F)C(F)(F)F)[C@](CCCCN)(ON=O)[C@](C(F)(F)C(F)(F)C(F)(F)F)(P(=O)(O)O)OS(=O)(=O)[C@@]1(N)CCO.CCCC#N.CCCC#N.CCCC#N.CCCC#N.CCCC#N.CCCC#N.CCCC#N. For the lowest unoccupied orbital energy, the calculation gives -1.76 eV. The value obtained for the HOMO-LUMO gap is 7.393 eV.

```
! RIJCOSX wB97M-V def2-TZVPD def2/J DEFGRID3
* xyz 0 1
C -2.631 -0.599 -2.459
C -1.976 0.870 -2.387
C -1.358 1.534 -1.063
C -2.819 1.804 -0.280
C -0.106 1.052 -0.103
S -0.716 -0.020 1.328
O -1.488 0.773 2.465
O 0.360 -0.604 2.325
C -1.804 -1.481 1.017
F -1.371 -2.465 -0.004
F -3.215 -1.133 0.564
C -2.239 -2.384 2.303
F -3.232 -1.549 3.084
F -3.123 -3.467 1.710
C -1.271 -3.082 3.311
F -2.078 -4.174 3.994
F -0.988 -2.143 4.465
C 0.109 -3.784 2.915
F 0.779 -3.464 1.664
F -0.074 -5.283 2.948
F 1.098 -3.509 4.025
C 1.261 0.410 -0.891
C 1.001 0.036 -2.440
C 1.864 -0.690 -3.521
C 0.816 -1.183 -4.744
C 1.727 -2.085 -5.809
N 0.705 -2.839 -6.674
O 1.127 -0.963 -0.299
N 1.826 -1.922 -0.716
O 1.299 -2.893 -1.214
C 2.739 1.041 -0.651
C 3.738 1.421 -1.922
F 4.583 2.653 -1.529
F 3.018 2.172 -3.035
C 4.859 0.566 -2.583
F 6.249 1.056 -2.167
F 4.948 1.027 -4.040
C 5.084 -0.992 -2.725
F 4.493 -1.966 -1.826
F 4.803 -1.478 -4.135
F 6.566 -1.336 -2.637
P 3.855 0.289 0.749
O 4.245 1.393 1.882
O 3.232 -0.970 1.736
O 5.448 -0.237 0.337
O 2.779 2.444 -0.114
S 1.578 3.469 -0.374
O 1.958 4.834 0.345
O 1.137 3.939 -1.751
C 0.283 2.502 0.653
N 1.036 2.271 1.988
C -0.703 3.626 1.127
C -1.365 4.752 0.166
O -1.033 6.168 0.546
H -1.933 -1.517 -2.269
H -2.966 -0.738 -3.603
H -3.677 -0.671 -1.885
H -1.355 0.993 -3.403
H -2.895 1.588 -2.689
H -0.997 2.612 -1.489
H -2.845 1.957 0.826
H -3.178 2.844 -0.762
H -3.674 1.071 -0.584
H 0.712 1.088 -2.928
H 0.080 -0.727 -2.405
H 2.666 -0.076 -4.150
H 2.414 -1.710 -3.255
H -0.075 -1.815 -4.323
H 0.479 -0.225 -5.357
H 2.314 -1.387 -6.560
H 2.494 -2.793 -5.278
H 0.095 -3.415 -6.042
H 0.144 -2.058 -7.129
H 3.605 -1.848 1.429
H 5.758 -1.021 0.883
H 1.624 3.096 2.234
H 1.664 1.475 1.969
H -1.564 3.290 1.888
H -0.088 4.356 1.863
H -1.192 4.691 -0.974
H -2.549 4.695 0.321
H -0.506 6.524 -0.244
C -2.895 2.336 5.136
C -4.333 2.613 5.556
C -5.363 2.061 4.572
C -5.273 2.704 3.255
N -5.193 3.207 2.212
H -2.654 2.819 4.185
H -2.201 2.722 5.890
H -2.718 1.260 5.031
H -4.470 3.695 5.680
H -4.505 2.155 6.538
H -6.366 2.223 4.981
H -5.234 0.977 4.466
C 3.774 -3.829 -11.028
C 4.795 -3.102 -10.163
C 4.243 -2.695 -8.797
C 3.150 -1.721 -8.908
N 2.280 -0.959 -8.999
H 2.916 -3.192 -11.257
H 4.230 -4.127 -11.979
H 3.410 -4.733 -10.529
H 5.160 -2.219 -10.702
H 5.658 -3.762 -10.011
H 5.053 -2.256 -8.204
H 3.897 -3.583 -8.255
C 4.477 2.884 -9.613
C 4.135 3.605 -8.316
C 3.956 2.656 -7.130
C 2.819 1.746 -7.314
N 1.924 1.022 -7.466
H 3.675 2.208 -9.920
H 4.626 3.610 -10.419
H 5.398 2.301 -9.506
H 3.225 4.200 -8.463
H 4.943 4.309 -8.083
H 3.797 3.249 -6.223
H 4.874 2.078 -6.975
C 2.318 4.585 6.655
C 0.881 4.862 7.075
C -0.150 4.310 6.090
C -0.060 4.953 4.773
N 0.020 5.456 3.731
H 2.559 5.068 5.704
H 3.012 4.971 7.409
H 2.495 3.509 6.550
H 0.744 5.944 7.198
H 0.709 4.404 8.057
H -1.153 4.472 6.499
H -0.021 3.226 5.985
C -0.295 -3.539 7.516
C 0.726 -2.812 8.381
C 0.175 -2.404 9.747
C -0.919 -1.431 9.636
N -1.789 -0.668 9.545
H -1.153 -2.902 7.287
H 0.161 -3.836 6.565
H -0.659 -4.442 8.015
H 1.092 -1.928 7.842
H 1.589 -3.472 8.533
H 0.985 -1.966 10.340
H -0.172 -3.292 10.289
C -4.469 0.233 10.080
C -5.907 0.510 10.500
C -6.937 -0.042 9.516
C -6.847 0.601 8.199
N -6.767 1.104 7.156
H -4.228 0.716 9.130
H -3.775 0.619 10.835
H -4.292 -0.843 9.975
H -6.044 1.592 10.624
H -6.078 0.052 11.482
H -7.940 0.120 9.925
H -6.808 -1.126 9.411
C -2.457 -6.798 -5.563
C -3.739 -6.030 -5.854
C -3.524 -4.521 -5.964
C -3.064 -3.931 -4.700
N -2.692 -3.471 -3.702
H -2.026 -6.510 -4.600
H -2.661 -7.873 -5.527
H -1.708 -6.620 -6.342
H -4.477 -6.250 -5.071
H -4.159 -6.395 -6.799
H -4.468 -4.048 -6.256
H -2.801 -4.305 -6.759
*
```

Here are the Löwdin charges for atoms 1 to 4, given in e:
1. C -0.158
2. C -0.259
3. C -0.227
4. C -0.081